(1)
Density functional theory data (ωB97M-V/def2-TZVPD) for a molecular structure, C2H6ClHgO2.

ORCA input file:
```
! RIJCOSX wB97M-V def2-TZVPD def2/J DEFGRID3
* xyz -1 1
Hg -1.270 0.197 -0.171
C 0.876 2.734 -0.592
O 0.592 1.383 -0.770
H 1.301 2.858 0.419
H 1.640 3.058 -1.308
H 0.003 3.401 -0.559
C 0.062 -2.523 0.705
O 0.388 -1.160 0.721
H 0.882 -3.234 0.886
H -0.713 -2.815 1.428
H -0.310 -2.805 -0.291
Cl -3.451 -1.094 -0.469
*
```

Properties
E_HOMO, eV: -4.3
Energy, Eh: -843.8801


(2)
Density functional theory data (ωB97M-V/def2-TZVPD) for a molecular structure, C2H10N3.

ORCA input file:
```
! RIJCOSX wB97M-V def2-TZVPD def2/J DEFGRID3
* xyz 1 1
C 1.698 0.264 -1.379
N 0.242 0.452 -1.685
H 2.341 -0.024 -2.235
H 1.890 -0.422 -0.556
H 2.106 1.269 -1.399
H 0.058 1.421 -1.885
H 0.118 -0.103 -2.531
H -0.430 -0.063 -0.747
N -1.187 0.038 2.590
C -0.654 -0.593 1.557
N -1.070 -0.487 0.307
H -0.992 -0.384 3.493
H -2.045 0.551 2.421
H 0.008 -1.439 1.777
H -2.084 -0.479 0.273
*
```

Properties
Energy above the lowest of the compared OMol25 structures with the same formula, charge and spin, kJ/mol: 166.8
E_HOMO, eV: -14.2
Energy, Eh: -246.1951


(3)
Density functional theory data (ωB97M-V/def2-TZVPD) for a molecular structure, C26H21N2O4S2W.

ORCA input file:
```
! RIJCOSX wB97M-V def2-TZVPD def2/J DEFGRID3
* xyz 1 1
W -0.231 1.143 1.172
S 0.252 1.003 3.384
C 0.498 -0.737 3.606
C 1.329 -1.239 4.594
C 1.578 -2.602 4.685
C 2.461 -3.099 5.704
N 3.165 -3.489 6.523
C 0.980 -3.479 3.775
C 0.142 -2.981 2.785
C -0.101 -1.621 2.704
S -1.021 -0.988 1.315
C 1.235 -4.894 3.816
N 1.428 -6.026 3.806
H 1.799 -0.564 5.297
H -0.307 -3.662 2.074
O -0.310 1.191 -1.109
C 0.972 0.677 -1.643
C 2.035 1.279 -0.696
O 3.126 1.614 -1.008
O 1.571 1.365 0.585
C 0.944 -0.836 -1.497
C 1.867 -1.509 -0.708
C 1.789 -2.889 -0.573
C 0.789 -3.595 -1.220
C -0.129 -2.923 -2.021
C -0.046 -1.550 -2.167
C 1.124 1.115 -3.087
C 0.039 1.598 -3.817
C 0.194 1.971 -5.147
C 1.427 1.848 -5.761
C 2.503 1.339 -5.045
C 2.356 0.969 -3.720
H -0.458 2.036 -1.554
H 2.660 -0.976 -0.195
H 2.517 -3.411 0.036
H 0.731 -4.671 -1.115
H -0.901 -3.475 -2.540
H -0.750 -1.029 -2.804
H -0.956 1.648 -3.388
H -0.659 2.342 -5.699
H 1.548 2.136 -6.797
H 3.467 1.226 -5.523
H 3.200 0.571 -3.176
C -4.066 3.130 0.562
C -4.146 2.542 1.970
C -2.718 2.632 2.442
O -1.921 2.327 1.210
C -2.781 2.541 0.016
H -4.000 4.217 0.606
H -4.914 2.859 -0.063
H -4.472 1.502 1.943
H -4.814 3.101 2.621
H -2.424 1.905 3.190
H -2.427 3.636 2.746
H -2.928 1.566 -0.447
H -2.245 3.215 -0.649
*
```

Properties
Energy above the lowest of the compared OMol25 structures with the same formula, charge and spin, kJ/mol: 0.0
E_HOMO (spin up / spin down), eV: -11.7 / -11.7
Energy, Eh: -2277.1003


(4)
Density functional theory data (ωB97M-V/def2-TZVPD) for 3 unconnected molecules or ions with the total composition C3H11NO2.

ORCA input file:
```
! RIJCOSX wB97M-V def2-TZVPD def2/J DEFGRID3
* xyz -1 2
C 2.206 0.743 -1.288
C 0.900 0.369 -0.560
C -0.362 0.853 -0.768
N -1.388 0.610 0.221
H 1.908 1.238 -2.182
H 2.837 -0.101 -1.325
H 2.858 1.482 -0.694
H 0.969 -0.569 -0.152
H -0.626 1.478 -1.717
H -2.260 0.866 -0.133
H -0.998 0.907 1.044
H -3.046 -1.873 -1.377
H -1.828 -1.028 -1.637
O -2.232 -1.944 -1.821
H 0.148 -1.309 3.426
H 0.900 -0.861 4.700
O 0.011 -0.860 4.263
*
```

Properties
Energy above the lowest of the compared OMol25 structures with the same formula, charge and spin, kJ/mol: 211.4
E_HOMO (spin up / spin down), eV: 1.0 / -4.0
Energy, Eh: -326.0197